# 1
The following is a quantum chemistry calculation of a single C25H35N3O2 molecule in a non-equilibrium geometry, from the Open Molecules 2025 dataset.

Last column: natural (NBO) charge in e.
Atoms and positions in Å:
C 8.46541 2.48170 0.80766  -0.5981
C 7.43776 2.29057 -0.30087  -0.3920
C 6.21309 1.52806 0.19587  -0.4001
C 5.17973 1.33907 -0.91625  -0.2124
N 4.01695 0.64392 -0.43478  -0.1460
N 2.92441 1.31620 -0.07065  -0.3120
C 2.06548 0.39033 0.35748  0.1787
C 0.76337 0.57947 0.84628  -0.2049
C 0.04694 -0.52508 1.23374  -0.1333
C -1.33588 -0.43808 1.78835  0.6676
O -1.77194 -1.24829 2.58543  -0.6275
N -2.06681 0.60891 1.33560  -0.6156
C -3.43907 0.81913 1.72055  -0.2127
C -4.45273 0.48696 0.60894  -0.0424
C -4.27605 1.42206 -0.59193  -0.4055
C -5.31277 1.09111 -1.66572  -0.2172
C -5.12776 -0.35484 -2.12334  -0.4016
C -5.31321 -1.29081 -0.92983  -0.2066
C -6.71900 -1.11516 -0.35842  -0.4017
C -6.90219 0.33186 0.09557  -0.2180
C -6.71852 1.27012 -1.09587  -0.3983
C -5.86743 0.66306 1.16966  -0.3985
C -4.27761 -0.96082 0.14370  -0.4099
C 0.61588 -1.82124 1.15892  -0.2077
C 1.87670 -2.03705 0.68613  -0.1833
C 2.63526 -0.92733 0.26674  -0.2289
C 3.91285 -0.68634 -0.25140  0.4666
O 4.97741 -1.44632 -0.59076  -0.4964
C 4.84147 -2.85131 -0.45397  -0.0582
C 6.13462 -3.48900 -0.93386  -0.6196
H 9.33076 3.02568 0.43701  0.2096
H 8.80155 1.51927 1.18692  0.2015
H 8.03474 3.04309 1.63357  0.2036
H 7.89319 1.74236 -1.12864  0.1943
H 7.12626 3.26632 -0.67966  0.1964
H 6.51759 0.54705 0.56604  0.2045
H 5.74780 2.07320 1.01960  0.2090
H 5.61381 0.76016 -1.73600  0.2118
H 4.83813 2.30771 -1.28592  0.2266
H 0.38538 1.58638 0.93368  0.2160
H -1.68338 1.20355 0.62013  0.3966
H -3.56796 1.86144 2.03386  0.1907
H -3.61558 0.16623 2.57928  0.2357
H -3.27460 1.30700 -1.01410  0.1986
H -4.39184 2.46145 -0.27303  0.2030
H -5.17635 1.76528 -2.51961  0.2084
H -4.12955 -0.48644 -2.54786  0.2037
H -5.85631 -0.59388 -2.90157  0.2043
H -5.17845 -2.32839 -1.25556  0.2091
H -7.46406 -1.36433 -1.11766  0.2035
H -6.86289 -1.79075 0.48750  0.2054
H -7.90851 0.46081 0.51030  0.2094
H -7.46221 1.04720 -1.86429  0.2051
H -6.86368 2.30601 -0.78010  0.2027
H -6.00429 0.00493 2.03035  0.2087
H -6.00389 1.69245 1.51091  0.2028
H -3.27165 -1.10239 -0.25857  0.2089
H -4.38820 -1.63502 0.99508  0.2174
H 0.00782 -2.64417 1.50214  0.2346
H 2.27682 -3.03866 0.64384  0.2104
H 4.65784 -3.10254 0.59854  0.1773
H 3.99312 -3.20127 -1.05597  0.1779
H 6.31355 -3.23219 -1.97451  0.2149
H 6.97009 -3.12958 -0.33917  0.2148
H 6.06866 -4.56881 -0.83948  0.2184

Values from the calculation:
F_max = 0.023 hartree/bohr
HOMO-LUMO gap = 8.3 eV
Highest occupied orbital energy = -7.645 eV
Electronic energy = -35059.9525 eV
Structure (SMILES) = CCCCn1nc2cc(C(=O)NC[C@]34C[C@H]5C[C@H](C[C@H](C5)C3)C4)ccc2c1OCC

# 2
The following is a quantum chemistry calculation of a single C18H17N3O5 molecule in a non-equilibrium geometry, from the Open Molecules 2025 dataset.

Last column: natural (NBO) charge in e.
Atoms and positions in Å:
N -6.77640 -2.07755 0.72402  -0.8198
C -5.97538 -0.99012 0.75149  0.6839
O -6.38089 0.11370 1.02960  -0.6083
C -4.52777 -1.28625 0.37047  -0.3259
C -4.35909 -1.38156 -1.14814  -0.4881
C -2.96620 -0.82106 -1.41209  0.6911
O -2.34546 -0.96270 -2.43935  -0.6022
N -2.57975 -0.13360 -0.30339  -0.4255
C -1.38814 0.59026 -0.15417  0.1224
C -1.29527 1.60141 0.80303  -0.2180
C -0.12209 2.30687 0.96265  -0.2475
C 0.99120 2.02806 0.17284  0.2742
O 2.10108 2.79242 0.41766  -0.4910
C 3.23547 2.60552 -0.39066  -0.0907
C 3.94171 1.28919 -0.17678  -0.0192
C 3.77806 0.58907 1.01428  -0.2079
C 4.42992 -0.61057 1.21527  -0.1890
C 5.25950 -1.10752 0.21764  0.0688
N 5.94451 -2.35788 0.42156  0.5162
O 5.75062 -2.94243 1.46647  -0.3775
O 6.67553 -2.75075 -0.46282  -0.3779
C 5.44015 -0.41555 -0.97477  -0.1925
C 4.77731 0.77883 -1.16720  -0.2140
C 0.90304 1.02159 -0.77993  -0.2451
C -0.27296 0.31118 -0.93791  -0.2106
C -3.58795 -0.13601 0.74075  -0.2057
H -6.44257 -2.98731 0.46227  0.3947
H -7.75710 -1.96155 0.91947  0.4071
H -4.20642 -2.21681 0.84594  0.2197
H -4.45041 -2.38992 -1.54772  0.2353
H -5.07745 -0.74083 -1.66587  0.2404
H -2.14138 1.85404 1.42097  0.2192
H -0.04801 3.09177 1.69847  0.2260
H 2.98342 2.73102 -1.45304  0.1885
H 3.91226 3.42032 -0.10554  0.2162
H 3.13286 0.99107 1.78019  0.2335
H 4.31124 -1.16913 2.13088  0.2493
H 6.09109 -0.82743 -1.73055  0.2498
H 4.90490 1.32175 -2.09187  0.2193
H 1.74459 0.76662 -1.40453  0.2152
H -0.32569 -0.46090 -1.68619  0.2518
H -3.12291 -0.27830 1.71860  0.2097
H -4.15919 0.80103 0.74802  0.2240

Values from the calculation:
F_max = 0.026 hartree/bohr
HOMO-LUMO gap = 7.7 eV
Highest occupied orbital energy = -8.190 eV
Electronic energy = -33648.1539 eV
Structure (SMILES) = NC(=O)[C@H]1CC(=O)N(c2ccc(OCc3ccc([N+](=O)[O-])cc3)cc2)C1

# 3
The following is a quantum chemistry calculation of 3 unconnected molecules or ions with the total composition C2H11N2O2 in a non-equilibrium geometry, from the Open Molecules 2025 dataset.

Last column: natural (NBO) charge in e.
Atoms and positions in Å:
C 0.49077 -1.29172 0.39932  0.0915
C -0.22583 -0.35001 -0.23350  -0.2264
N 0.32353 0.43806 -1.32012  -0.6758
N 0.05303 -2.09925 1.39847  -0.7670
H 1.44227 -1.60858 -0.00284  0.2030
H -1.20613 0.02298 0.09303  0.2111
H 0.07228 0.15878 -2.27075  0.4426
H -0.00730 1.41663 -1.19767  0.4692
H 1.33159 0.59805 -1.18539  0.4295
H -0.73933 -1.77802 1.95153  0.3951
H 0.72191 -2.63598 1.93376  0.4080
H 2.16250 1.11163 1.52253  0.4702
H 1.18395 1.38637 2.43255  0.4841
O 1.25954 0.76706 1.67692  -0.9487
H -2.65895 1.30803 -1.43089  0.4957
H -2.17197 2.45374 -2.22609  0.4999
O -1.83000 1.65929 -1.78626  -0.9822

Values from the calculation:
F_max = 0.058 hartree/bohr
Net charge = +1
HOMO-LUMO gap = 9.2 eV
Highest occupied orbital energy = -12.223 eV
Electronic energy = -9320.3828 eV

# 4
The following is a quantum chemistry calculation of a molecular structure, C28H26IIrN7O3S in a non-equilibrium geometry, from the Open Molecules 2025 dataset.

Last column: natural (NBO) charge in e.
Atoms and positions in Å:
Ir 2.22624 0.58386 -0.45945  1.1205
C 1.08804 -1.68824 3.03355  -0.6696
C 1.13294 -0.78024 1.85335  0.2073
N 2.31214 -0.34684 1.37435  -0.1104
N 3.47074 -0.60204 1.95235  -0.4192
C 4.55104 -0.13044 1.41715  0.3249
N 5.75954 -0.26474 1.99605  -0.7599
S 4.56854 0.63406 -0.19525  -0.0754
C -0.00676 -0.27034 1.19085  0.1518
C -1.33606 -0.34774 1.67275  -0.2099
C -2.35486 0.24776 0.97975  -0.1196
C -2.07156 0.97046 -0.19385  -0.2179
C -0.76926 1.02306 -0.63005  0.0610
N 0.22844 0.39606 -0.00265  -0.4886
H 1.94054 -2.36114 2.99845  0.2606
H 0.16604 -2.26124 3.04915  0.2360
H 1.16784 -1.11184 3.95495  0.2591
H 5.81544 -0.46174 2.98275  0.4139
H 6.52084 0.25236 1.58495  0.4197
H -1.52886 -0.86224 2.60005  0.2440
H -3.37126 0.17686 1.33305  0.2487
H -2.85666 1.45736 -0.74645  0.2508
H -0.50106 1.56656 -1.52925  0.2316
I 0.87204 9.36366 -0.02045  0.1618
C 1.56044 7.36606 -0.09425  -0.1163
C 2.92324 7.11636 -0.13735  -0.2480
C 3.37074 5.81136 -0.22095  -0.1425
C 2.45404 4.76986 -0.28275  -0.1697
C 1.08934 5.02696 -0.20665  -0.1629
C 0.64034 6.32896 -0.09975  -0.2553
C 2.92884 3.35276 -0.38315  0.7826
O 3.96064 3.02526 0.20455  -0.6334
O 2.17934 2.57976 -1.05765  -0.7269
H 3.63224 7.92836 -0.10355  0.2343
H 4.42664 5.59186 -0.25075  0.2372
H 0.38344 4.21036 -0.22075  0.2106
H -0.41586 6.53436 -0.02395  0.2283
C -6.89816 -0.30944 -1.46035  -0.6311
C -5.60746 -1.04484 -1.32165  -0.0236
C -4.53056 -0.75574 -2.16025  -0.1978
C -3.33936 -1.43714 -2.04465  -0.2704
C -3.18696 -2.44004 -1.08375  0.2060
N -1.94396 -3.07404 -1.01555  -0.6381
C -1.56526 -4.07674 -0.16925  0.7917
O -2.28446 -4.66344 0.59935  -0.5972
N -0.22296 -4.46354 -0.26095  -0.6218
C 0.94884 -3.77404 -0.49605  0.1421
C 2.16514 -4.45834 -0.35355  -0.1595
C 3.34944 -3.79394 -0.59855  -0.2166
C 3.31564 -2.44674 -0.93005  0.0292
N 2.17354 -1.76954 -1.01845  -0.4185
C 1.02564 -2.42044 -0.83485  -0.0352
C -4.25736 -2.73984 -0.24065  -0.2539
C -5.44576 -2.04964 -0.36925  -0.1945
H -6.73216 0.70696 -1.81105  0.2183
H -7.43886 -0.28204 -0.51735  0.2227
H -7.53316 -0.81114 -2.19245  0.2322
H -4.63626 0.01126 -2.91265  0.2176
H -2.51816 -1.20084 -2.70605  0.2044
H -1.31016 -2.83844 -1.76595  0.4001
H -0.08656 -5.35534 0.20435  0.4216
H 2.17064 -5.49634 -0.05655  0.2325
H 4.29534 -4.30974 -0.52845  0.2475
H 4.22614 -1.89744 -1.12245  0.2424
H 0.13934 -1.81794 -0.92865  0.2125
H -4.15876 -3.51934 0.49505  0.2566
H -6.27056 -2.29764 0.28155  0.2215

Values from the calculation:
F_max = 0.083 hartree/bohr
Net charge = +1
HOMO-LUMO gap (alpha / beta) = 5.7 / 5.7 eV
Highest occupied orbital energy (alpha / beta) = -10.300 / -10.301 eV
Electronic energy = -67800.7560 eV

# 5
The following is a quantum chemistry calculation of 2 unconnected molecules or ions with the total composition CH6OSi in a non-equilibrium geometry, from the Open Molecules 2025 dataset.

Last column: natural (NBO) charge in e.
Atoms and positions in Å:
C -0.35495 -0.39337 -1.30187  -0.0977
O 0.82128 -0.21014 -1.96020  -0.6634
Si 0.12286 0.19577 1.92328  0.4660
H -0.46891 -1.44986 -1.17507  0.1567
H -1.09173 0.28190 -1.11544  0.1605
H 0.62232 0.63751 -2.46711  0.4739
H -0.75249 1.36198 1.63396  -0.1576
H -0.34114 -0.89492 2.65844  -0.1607
H 1.44276 0.47113 1.80402  -0.1777

Values from the calculation:
F_max = 0.084 hartree/bohr
HOMO-LUMO gap (alpha / beta) = 7.4 / 7.6 eV
Highest occupied orbital energy (alpha / beta) = -7.434 / -6.905 eV
Electronic energy = -11054.3748 eV

# 6
The following is a quantum chemistry calculation of 2 unconnected molecules or ions with the total composition C4H8O2, from the Open Molecules 2025 dataset.

Last column: natural (NBO) charge in e.
Atoms and positions in Å:
O 1.20174 -1.50531 0.63067  -0.4779
C 1.20402 -0.30607 0.66606  0.5815
C 1.88205 0.94371 0.29454  -0.5581
C 0.54309 0.96079 1.05879  -0.0224
O -0.55158 1.47827 0.37122  -0.6890
H 2.78969 1.28101 0.78935  0.2440
H 1.82115 1.20913 -0.75919  0.2550
H 0.62038 1.23573 2.11391  0.1894
H -1.33389 0.96283 0.61367  0.4827
C -1.63268 -1.24790 -1.15254  -0.8747
H -1.63948 -1.73506 -2.13117  0.2184
H -1.38499 -0.19137 -1.27770  0.2128
H -2.63003 -1.35252 -0.71094  0.2081
H -0.88947 -1.73325 -0.50667  0.2303

Values from the calculation:
F_max = 0.013 hartree/bohr
HOMO-LUMO gap = 9.8 eV
Highest occupied orbital energy = -9.250 eV
Electronic energy = -8370.3640 eV
Structure (SMILES) = O=C1C[C@H]1O.C

Which of these has the highest electronic energy?
C4H8O2

The lowest electronic energy belongs to which entry?
C28H26IIrN7O3S

Among the records above, which one has the highest F_max?
CH6OSi